This record from the OMol25 dataset describes C4H4FN3O2 in the gas phase in a non-equilibrium geometry. The level of theory is wB97M-V/def2-TZVPD.

```
14
Properties=species:S:1:pos:R:3:nbo_charge:R:1
C -0.0661 1.2213 0.5204 0.174
C 0.1575 -1.0264 -0.3132 0.653
C -1.3224 -0.4260 1.5731 0.769
C 0.2147 0.4466 -0.7348 0.307
N -0.8134 0.8758 1.4862 -0.451
N -0.8289 -1.3524 0.6067 -0.672
N 1.5748 0.8387 -1.1726 -0.836
O 0.9409 -1.8123 -0.8059 -0.545
O -1.9108 -0.8345 2.5259 -0.508
F -0.7875 0.5639 -1.6991 -0.335
H 0.3483 2.2691 0.5023 0.202
H -1.0511 -2.3361 0.9441 0.445
H 1.9606 -0.0527 -1.6420 0.410
H 1.5834 1.6251 -1.7913 0.387
```

The structure (SMILES) is N[C@]1(F)C=NC(=O)NC1=O. The value obtained for the gap between HOMO and LUMO is 9.87 eV. The value obtained for the HOMO energy is -10.8 eV. For the relative energy (zero: lowest compared OMol25 entry of this formula, charge and spin), the calculation gives 0.00 kJ/mol.